{
  "formula": "C24H40B2KO13RbS",
  "method": "wB97M-V/def2-TZVPD",
  "symbols": ["O", "H", "C", "C", "H", "H", "H", "H", "S", "B", "H", "H", "C", "O", "O", "H", "H", "H", "O", "O", "C", "H", "H", "C", "H", "C", "C", "O", "H", "C", "C", "O", "O", "O", "C", "O", "H", "H", "C", "H", "C", "H", "C", "H", "H", "H", "H", "C", "C", "C", "H", "H", "H", "H", "C", "K", "O", "C", "H", "H", "B", "C", "H", "H", "H", "O", "H", "C", "H", "H", "H", "C", "C", "H", "C", "O", "C", "H", "H", "H", "H", "Rb"],
  "xyz": [[1.47588, 4.73954, -0.21634], [-0.02885, -4.12888, -2.51232], [-1.15687, -1.07087, -0.53811], [3.62258, 0.79398, 0.20194], [1.37301, 0.85509, 5.01208], [5.08154, -0.78202, 0.38326], [-1.25225, 1.72047, 6.90528], [-2.49171, 1.96837, 0.67499], [0.13664, -0.23995, 6.88881], [-4.12537, 2.61255, 4.76845], [-6.05696, 3.22618, 0.36795], [4.25272, -0.77905, -1.16816], [-0.46917, 1.31091, 7.54495], [2.99099, 1.05606, -6.19288], [-1.55837, -7.97830, -4.22232], [-4.41434, 3.69093, 4.34827], [2.88915, 3.79396, -1.32535], [0.49973, -0.50243, 4.59997], [-1.16838, -1.68801, 3.06180], [-0.40204, 4.25863, 0.90505], [-0.77361, -6.21096, -2.71832], [0.08173, -6.66216, -2.21450], [-4.14079, 3.47373, 0.57913], [0.30798, 4.06295, -0.04352], [2.74177, -0.86699, 2.54130], [-1.01073, -6.92935, -4.04021], [-0.59303, -4.75838, -3.19931], [1.93411, 0.97384, -4.22597], [-3.14798, 2.77848, 5.45467], [2.05474, -1.36836, -3.79416], [0.02071, 3.17985, -1.24235], [-0.98428, -1.20315, 6.85485], [-1.88827, 0.81633, -1.75955], [-0.78538, -1.66388, -1.56746], [2.97607, -1.44758, 0.42685], [-1.91844, 0.94892, 2.94043], [0.39001, 4.41920, -2.95929], [-1.66318, -6.29424, -2.09681], [2.67879, 0.45014, -5.20550], [-1.58814, -4.32420, -3.28281], [0.10893, -4.98935, -4.51718], [2.95547, -1.56790, -5.80959], [0.94827, 3.74430, -2.30692], [4.06202, -1.02653, -4.51670], [-0.65882, -2.70910, 0.68559], [2.45965, -1.90347, -2.92980], [1.80521, 0.23959, -2.30708], [4.12409, -0.59134, -0.10300], [-1.01155, -1.69158, 0.72305], [-1.71741, 0.33715, -0.62287], [-0.43641, 0.91316, 4.81075], [1.19202, -5.08034, -4.37403], [-3.80581, 1.96278, 3.83660], [0.12021, 2.12510, -0.99868], [1.46753, -0.02952, -3.30577], [-2.30410, 3.55320, 2.74484], [3.98635, 1.83595, -0.24521], [-1.31061, -1.10626, 1.96774], [-5.07752, 2.12530, 5.34290], [0.38107, -0.09835, -3.31406], [-5.20464, 4.04621, 0.67460], [3.03739, -0.99856, -4.88842], [2.41903, 5.34413, -1.99888], [-1.03128, 3.36041, -1.45815], [-5.34322, 4.25608, 1.86539], [-0.42379, -6.22463, -5.02805], [1.41606, 3.03328, -2.99081], [-1.77200, 0.37314, 1.85797], [3.29050, -2.46108, 0.69210], [-0.75315, 1.21864, 8.59360], [0.36894, 2.01765, 7.60201], [0.41353, 0.38678, 5.24421], [-2.00971, 0.99663, 0.58466], [2.26083, -1.61799, -0.38288], [2.03844, 4.45329, -1.49751], [2.66588, 0.73227, 1.14700], [2.34421, -0.62016, 1.56256], [0.00172, -4.22205, -5.28195], [-5.33998, 5.02819, -0.03521], [1.25408, -2.04370, -4.10325], [1.28107, -0.77830, 1.40608], [-2.09253, -4.55437, 1.73959]],
  "mulliken_charge": [-0.41, 0.07, 0.31, 0.48, 0.44, 0.31, 0.03, -0.37, 0.36, 0.92, -0.25, 0.18, -0.64, -0.65, -0.59, -0.32, 0.16, 0.03, -0.86, -0.52, -0.41, 0.29, -0.50, 0.26, 0.28, 0.47, -0.04, -0.29, -0.39, 0.02, 0.57, -0.60, -0.84, -0.69, -0.06, -0.53, 0.26, 0.25, 0.41, 0.19, -0.43, 0.29, -0.19, 0.23, -0.42, 0.23, -0.46, -0.37, -0.90, -0.25, 0.07, 0.26, -0.43, -0.57, 0.52, 0.37, -0.64, 1.74, -0.29, 0.20, 0.45, -0.46, 0.32, 0.47, -0.24, -0.37, -0.04, 0.53, 0.48, 0.35, 0.31, -0.38, 0.48, -0.30, -0.35, -0.29, 0.31, 0.33, -0.26, -0.12, -0.49, 0.96],
  "homo_ev": -1.94,
  "total_energy_ev": -81320.8661,
  "gap_ev": 3.6,
  "total_charge": -2,
  "spin_multiplicity": 1
}

{
  "formula": "C24H40BBrClO13PS2",
  "method": "wB97M-V/def2-TZVPD",
  "symbols": ["H", "P", "C", "H", "H", "H", "H", "H", "C", "H", "H", "C", "H", "O", "O", "C", "H", "C", "H", "H", "O", "H", "C", "H", "H", "H", "H", "C", "C", "H", "C", "H", "H", "H", "S", "C", "H", "H", "H", "C", "C", "H", "C", "C", "C", "H", "H", "H", "C", "H", "H", "H", "H", "O", "C", "H", "C", "C", "O", "H", "Cl", "O", "O", "H", "C", "C", "B", "O", "O", "O", "O", "S", "O", "H", "C", "H", "Br", "H", "O", "C", "H", "H", "C"],
  "xyz": [[0.02244, 3.23172, 2.61861], [3.15800, 0.04644, -0.19706], [4.80619, 3.86733, -6.32557], [0.07165, 2.94912, 0.48146], [-4.29018, -0.84864, 2.72079], [1.76784, 1.33037, -3.21375], [1.86679, 2.50690, 0.26688], [3.30817, -2.20145, 2.50016], [5.24031, 1.59744, -5.96940], [-2.27311, 2.25700, 6.78364], [-5.15671, -3.73113, -1.72205], [0.80887, 2.20187, -0.09087], [-8.73550, -0.66445, 1.67128], [-0.44104, -6.03077, -0.43442], [5.33519, 2.72654, -6.83551], [1.99493, 2.29874, -2.59586], [3.35203, -1.69448, -1.56458], [-6.89531, -2.78731, 0.03290], [-3.11920, -1.90282, 3.75980], [2.07838, 3.19810, -3.37639], [-0.87531, -2.35556, -0.13993], [-0.35171, 2.42920, -2.16964], [-5.10158, -4.10029, -0.69295], [0.66351, -0.50023, 3.52473], [3.16728, 2.18021, 3.49810], [2.41473, -3.76045, 2.10008], [5.79044, 1.77654, -5.03995], [-1.31802, 1.14614, 2.39165], [-8.58008, -1.40704, 0.88387], [3.52084, 2.23454, 1.64182], [2.22845, -2.59499, 2.30119], [-3.39308, -0.01242, 5.62148], [-0.54251, 3.84970, 5.22874], [-2.78336, -1.62483, 1.89865], [0.59112, -5.25498, 0.43644], [-3.14510, -1.11180, 2.87698], [-1.42225, -4.23485, 1.46855], [4.62872, 6.83103, -7.65339], [-0.62003, -1.78798, 1.90893], [-0.25728, -3.99851, 1.58753], [-1.01741, 2.88017, 4.74559], [-9.27245, -2.23809, 1.05304], [0.40080, 0.59716, 0.20693], [0.67774, 2.65121, -1.66092], [1.58667, -0.23676, 0.94602], [3.00945, 2.28911, -2.01299], [-5.65489, -5.03907, -0.58684], [-0.02172, -4.17210, 2.72027], [3.35268, 1.51006, 2.53673], [2.06629, -2.34391, 0.09942], [1.55429, -2.48545, 3.26823], [-4.05213, -4.29052, -0.45162], [4.36836, 0.93297, 2.74947], [-7.63757, -3.24594, -0.82126], [-0.70857, 2.48813, 3.18380], [5.69377, 0.74226, -6.47798], [1.45046, -1.86904, 1.00882], [-2.01999, 1.97377, 5.67361], [1.53466, -6.17348, 1.24844], [-8.77428, -0.93011, -0.08226], [4.89205, -0.87143, 0.62503], [4.96328, 4.85208, -7.24583], [1.42658, 0.14912, 3.70417], [-1.60338, 1.61821, 0.22412], [-2.33424, 0.22441, 3.35330], [-0.07751, -2.44499, 1.07060], [2.10985, 0.44748, 2.39202], [2.98932, -0.75479, -1.73441], [-7.22826, -1.85497, 0.96090], [-5.59337, -3.12091, 0.21984], [0.15740, 0.11553, -1.15539], [-0.16524, -1.49335, -1.41364], [4.28066, 3.98692, -5.22994], [3.36985, 6.06106, -6.66857], [4.44923, 6.11984, -6.84236], [4.19261, 1.35783, -5.76072], [0.70063, 4.69919, -1.57548], [1.36498, -4.45391, -0.46388], [-1.35744, -1.44607, -2.46659], [-2.65676, 0.64069, 4.94515], [4.96763, 6.47974, -5.94788], [-1.83094, -0.14974, 0.62903], [-1.06755, 0.74380, 0.85111]],
  "mulliken_charge": [0.16, 0.14, 0.77, 0.48, 0.35, 0.17, -0.07, 0.26, -0.58, 0.30, 0.32, -1.15, 0.21, -0.60, -0.31, -0.71, 0.27, 0.68, 0.36, 0.43, -0.16, 0.41, -0.53, 0.28, 0.20, 0.36, 0.28, 0.64, -0.64, 0.32, -1.26, 0.23, 0.28, 0.07, 0.90, -1.05, 0.46, 0.22, -0.45, -0.87, -0.56, 0.29, 0.74, -0.02, 0.92, 0.15, 0.32, 0.36, -0.89, -0.04, 0.23, 0.06, 0.29, -0.55, -0.32, 0.24, 0.20, -0.48, -0.60, 0.29, -0.25, -0.32, -0.76, 0.52, 0.54, 0.18, 1.18, -0.46, -0.25, -0.19, -0.39, 0.64, -0.53, 0.29, -0.60, 0.26, -0.20, 0.14, -0.61, -0.60, 0.28, 0.16, -0.83],
  "homo_ev": -8.80,
  "total_energy_ev": -166340.1805,
  "gap_ev": 8.4,
  "total_charge": 0,
  "spin_multiplicity": 1
}

{
  "formula": "C24H40BCl4F16LiO5",
  "method": "wB97M-V/def2-TZVPD",
  "symbols": ["H", "C", "C", "C", "C", "H", "Cl", "H", "F", "C", "C", "H", "C", "C", "F", "F", "H", "H", "H", "O", "H", "Cl", "H", "F", "H", "H", "H", "C", "F", "C", "H", "H", "F", "H", "Cl", "H", "C", "F", "F", "H", "H", "C", "C", "H", "H", "Cl", "F", "H", "H", "F", "H", "H", "H", "H", "C", "F", "O", "H", "C", "F", "H", "O", "F", "O", "H", "C", "C", "H", "B", "O", "H", "Li", "C", "H", "H", "H", "C", "H", "H", "F", "C", "H", "C", "H", "F", "C", "H", "F", "H", "C", "C"],
  "xyz": [[-4.25826, 3.56637, -1.42935], [-4.22143, 3.04868, -0.47084], [1.43038, -3.33631, -2.73936], [-1.11708, -1.05770, 3.81980], [4.06325, 1.70501, 0.94951], [-2.30197, -0.22835, 6.37255], [-0.81719, 2.51631, -3.10298], [-3.97234, -3.31015, 1.93630], [7.06558, 3.52428, -2.21410], [-3.60354, -2.17067, -0.61206], [-4.33436, -2.32648, 1.63723], [5.55286, 1.21348, -1.59763], [0.18563, -3.30937, -1.83316], [1.83565, -1.92843, -3.01063], [2.24403, 1.19558, 2.36418], [4.38792, 0.44738, 0.94114], [1.07713, -1.35792, -3.54660], [-5.65987, -2.50664, -1.31506], [-0.54292, -1.52998, 0.51591], [-2.04356, -0.00879, 3.32855], [-1.40992, -2.22346, 5.64970], [2.46682, -2.79059, 3.51261], [0.74147, -0.59438, -0.29081], [-0.85899, -2.68869, -2.42150], [-0.04253, 1.81918, -1.02368], [1.94582, -1.50484, -2.01236], [-2.89282, -2.93030, -0.93756], [-3.10332, 3.53194, 0.43322], [5.44718, 0.40402, -5.16307], [-2.86213, 0.52492, 4.37270], [-4.46329, -1.74323, 2.54899], [-2.16362, 3.65893, -0.10431], [2.72530, -0.00928, -4.91626], [0.38447, -2.96489, -0.81832], [1.87926, 2.44078, -2.22951], [-0.76168, -1.71483, 3.02609], [-3.86457, 1.59101, -0.66637], [2.43650, -4.01607, -2.11949], [3.68560, 0.03428, -2.96211], [-3.82504, 2.38278, 2.10712], [6.36945, 1.92472, -0.28744], [-2.98937, 2.40358, 1.40759], [-5.54805, -2.30735, 0.82171], [-0.97800, -0.20321, -0.46025], [-0.26241, -0.58608, 4.30479], [3.33312, -3.11943, 0.72883], [4.79859, 2.39496, 1.82782], [-3.63903, -1.42631, -1.40752], [-2.50886, 1.48557, 4.74748], [1.15008, -3.93963, -3.89602], [0.26453, 0.66733, -2.27560], [-6.30813, -2.90685, 1.32270], [-5.99679, -1.31454, 0.78920], [1.99794, 1.18882, 0.53022], [5.01705, 4.54126, -1.66965], [-0.18816, -4.56328, -1.62941], [3.08464, -1.95089, -3.72076], [-3.32734, 4.51119, 0.85627], [4.97346, -0.79867, -4.82052], [5.21023, 2.86171, -3.17456], [-5.21400, 3.13954, -0.02966], [4.26522, 2.20494, -0.36049], [5.01598, -1.56314, -5.93102], [-3.11393, 1.25665, 0.53232], [-3.78555, -0.86574, 5.84674], [2.04879, -2.49194, 1.76405], [5.76734, 3.23933, -2.05410], [-3.81290, 0.57334, 3.84188], [-0.21053, -0.54855, 0.21500], [-3.44834, -1.67098, 0.70830], [3.93019, 4.49759, -1.73986], [-1.98052, -0.35367, 1.19611], [2.56823, 1.79430, 1.23469], [-0.19544, 0.12920, 1.05445], [5.66098, -1.26039, -4.11184], [-2.06718, 2.51392, 1.97812], [-1.98723, -1.72927, 4.86829], [-3.26576, 1.36399, -1.54841], [1.17905, -3.05882, 1.43191], [5.31528, 4.82914, -0.39342], [5.55851, 2.11814, -0.98963], [1.90384, -1.42528, 1.59281], [-2.80639, -0.57116, 5.46914], [-4.92278, -3.87444, -0.48953], [5.31654, 5.60663, -2.44923], [3.57889, -0.64657, -4.13758], [-4.84023, 1.11152, -0.58711], [2.00503, 2.98837, 1.24782], [-2.65506, -2.47211, 4.43207], [0.28916, 1.73523, -2.05859], [-4.98436, -2.78631, -0.50663]],
  "mulliken_charge": [0.36, -0.73, 0.90, 0.26, 0.64, 0.36, -0.22, 0.28, -0.34, -0.06, -0.29, 0.12, 0.93, -0.49, -0.27, -0.25, 0.45, 0.34, -0.30, -0.30, 0.38, -0.21, -0.86, -0.25, -0.22, -0.17, -0.07, -0.59, -0.26, -0.47, 0.08, 0.20, -0.28, -0.52, -0.16, -0.24, -0.45, -0.29, -0.11, 0.32, 0.50, -0.45, -0.69, -0.09, 0.33, -0.17, -0.30, 0.29, 0.25, -0.35, -0.54, 0.44, 0.22, -0.49, 0.31, -0.34, -0.48, 0.43, 0.09, -0.23, 0.32, -0.06, -0.27, 0.05, 0.31, 0.72, 0.95, 0.31, 1.01, -0.15, 0.10, 0.20, 1.19, -0.02, 0.24, 0.18, -0.63, 0.35, 0.07, -0.26, -0.82, -0.35, -0.82, 0.36, -0.29, 0.98, 0.07, -0.28, 0.23, 1.24, -0.84],
  "homo_ev": -10.35,
  "de_lowest_kj_mol": 0.0,
  "total_energy_ev": -130222.8571,
  "gap_ev": 10.3,
  "total_charge": 0,
  "spin_multiplicity": 1
}